{
  "formula": "C45H90O45",
  "method": "ωB97M-V/def2-TZVPD",
  "elements": ["C", "O", "C", "O", "O", "C", "H", "H", "H", "H", "H", "H", "C", "O", "C", "O", "O", "C", "H", "H", "H", "H", "H", "H", "C", "O", "C", "O", "O", "C", "H", "H", "H", "H", "H", "H", "C", "O", "C", "O", "O", "C", "H", "H", "H", "H", "H", "H", "C", "O", "C", "O", "O", "C", "H", "H", "H", "H", "H", "H", "C", "O", "C", "O", "O", "C", "H", "H", "H", "H", "H", "H", "C", "O", "C", "O", "O", "C", "H", "H", "H", "H", "H", "H", "C", "O", "C", "O", "O", "C", "H", "H", "H", "H", "H", "H", "C", "O", "C", "O", "O", "C", "H", "H", "H", "H", "H", "H", "C", "O", "C", "O", "O", "C", "H", "H", "H", "H", "H", "H", "C", "O", "C", "O", "O", "C", "H", "H", "H", "H", "H", "H", "C", "O", "C", "O", "O", "C", "H", "H", "H", "H", "H", "H", "C", "O", "C", "O", "O", "C", "H", "H", "H", "H", "H", "H", "C", "O", "C", "O", "O", "C", "H", "H", "H", "H", "H", "H", "C", "O", "C", "O", "O", "C", "H", "H", "H", "H", "H", "H"],
  "xyz": [[3.41141, 11.13930, -28.24350], [4.18083, 11.33718, -27.07774], [5.49794, 11.48167, -27.26634], [6.19149, 11.08686, -28.23737], [5.85063, 12.19612, -26.26733], [7.14494, 12.80674, -26.32301], [3.64888, 11.84512, -29.03945], [2.37613, 11.25275, -27.92191], [3.53998, 10.11795, -28.60183], [7.88570, 12.00715, -26.32141], [7.17596, 13.24685, -25.32630], [7.13716, 13.53465, -27.13430], [7.34292, 6.52125, -27.13068], [7.26110, 7.29221, -28.24292], [6.08711, 7.37687, -28.89769], [4.97652, 7.28425, -28.37352], [6.34192, 7.79309, -30.14674], [5.31561, 7.87845, -31.12503], [8.32522, 6.52417, -26.65827], [7.29378, 5.46952, -27.41273], [6.69541, 6.76760, -26.28916], [4.43783, 7.31172, -30.81451], [5.79289, 7.38487, -31.97161], [4.92713, 8.86511, -31.37742], [4.20697, -0.47811, -35.77148], [4.82940, 0.79140, -36.09354], [4.98679, 1.76189, -35.10204], [4.59354, 1.65678, -33.94302], [5.69904, 2.78506, -35.59754], [6.12147, 3.99954, -34.94964], [3.13352, -0.48500, -35.58231], [4.73151, -0.92695, -34.92797], [4.28393, -1.09611, -36.66604], [5.17137, 4.23570, -34.47044], [6.38829, 4.77719, -35.66531], [6.84946, 3.63105, -34.22691], [-0.14113, -2.68782, -33.59581], [0.54243, -1.62160, -34.23467], [-0.04027, -0.31916, -34.20482], [-1.22813, -0.06235, -33.93817], [0.94433, 0.54686, -34.61639], [0.67073, 1.89275, -34.44914], [0.31528, -3.64102, -33.86263], [-1.07555, -2.72497, -34.15581], [-0.47801, -2.40770, -32.59774], [1.66210, 2.33197, -34.33791], [0.21610, 2.11496, -33.48373], [-0.01713, 2.31031, -35.18440], [-1.08706, 4.51380, -30.05099], [-1.75359, 3.32122, -30.06400], [-1.01251, 2.23055, -30.27072], [0.20336, 2.26658, -30.63795], [-1.60402, 1.13746, -29.72848], [-0.88784, -0.06241, -29.74849], [-1.84839, 5.29379, -30.05994], [-0.42055, 4.70958, -30.89095], [-0.53330, 4.68935, -29.12869], [-1.13526, -0.62390, -28.84760], [0.19632, 0.04226, -29.79006], [-0.97927, -0.53742, -30.72527], [8.30566, 5.58113, -31.66098], [8.14936, 4.54683, -30.77169], [6.98416, 4.13113, -30.43004], [5.88304, 4.58432, -30.75288], [7.23490, 3.15071, -29.58075], [6.10852, 2.49225, -29.03692], [8.03291, 6.51059, -31.16117], [7.60286, 5.55399, -32.49371], [9.30110, 5.63251, -32.10207], [5.31889, 2.26501, -29.75313], [5.65144, 3.17020, -28.31612], [6.30259, 1.52314, -28.57730], [0.79395, 2.83958, -27.30674], [1.92361, 2.24184, -27.85909], [2.24501, 0.95235, -27.65256], [1.72566, 0.12369, -26.89201], [3.39782, 0.72816, -28.37342], [3.97397, -0.55612, -28.33864], [0.77810, 2.78291, -26.21832], [-0.08752, 2.32369, -27.68748], [0.73453, 3.92371, -27.40270], [4.37778, -0.88113, -27.37980], [4.71462, -0.58285, -29.13790], [3.26518, -1.35539, -28.55519], [4.79960, 11.95584, -34.26203], [3.82044, 10.96272, -33.96149], [3.45493, 10.77417, -32.70180], [3.90962, 11.36527, -31.71487], [2.43730, 9.87339, -32.63651], [1.94442, 9.67860, -31.38720], [4.29928, 12.84294, -34.65042], [5.57587, 11.68564, -34.97792], [5.34715, 12.20002, -33.35173], [1.33620, 8.77414, -31.39746], [1.27532, 10.46376, -31.03514], [2.79609, 9.44363, -30.74882], [-2.12266, 10.69432, -25.56715], [-1.02356, 10.14193, -24.85777], [0.23966, 10.12281, -25.37115], [0.61588, 10.44740, -26.46762], [1.09444, 9.42333, -24.49848], [2.47574, 9.09671, -24.89545], [-2.92179, 9.98578, -25.34925], [-1.94237, 10.78642, -26.63818], [-2.43562, 11.69839, -25.28080], [2.85568, 9.59221, -25.78887], [2.52312, 8.02420, -25.08409], [3.24957, 9.36530, -24.17632], [0.28961, 6.02981, -22.97219], [-0.72278, 6.70902, -23.66116], [-0.94559, 6.41516, -25.01862], [-0.25769, 5.63757, -25.75647], [-1.98893, 7.13101, -25.41342], [-2.25675, 7.23644, -26.74484], [0.20237, 6.22362, -21.90311], [1.26260, 6.34096, -23.35242], [0.15083, 4.96660, -23.16816], [-3.05780, 7.97492, -26.77735], [-2.64144, 6.32186, -27.19615], [-1.40579, 7.61149, -27.31345], [3.14462, 7.16720, -34.65267], [2.16397, 6.62985, -35.70232], [1.30296, 5.66268, -35.42587], [1.33187, 4.91883, -34.41373], [0.41584, 5.66797, -36.40172], [-0.58174, 4.69103, -36.54147], [3.97523, 6.56098, -34.29113], [2.70772, 7.49823, -33.71052], [3.60465, 8.01734, -35.15637], [-1.10472, 4.79233, -35.59050], [-0.13821, 3.70252, -36.66078], [-1.26857, 4.70567, -37.38772], [3.59097, 4.56801, -25.80389], [4.58868, 4.14579, -24.89354], [4.60001, 4.74034, -23.67008], [3.97925, 5.80874, -23.37639], [5.61942, 4.26308, -22.91983], [5.70054, 4.54528, -21.55027], [2.74265, 4.96304, -25.24497], [3.23000, 3.71294, -26.37543], [4.05621, 5.34237, -26.41383], [5.36689, 5.56287, -21.34710], [6.75944, 4.39894, -21.33716], [4.98527, 3.91212, -21.02529], [-4.29988, 7.37058, -35.25730], [-3.44272, 7.08865, -34.14379], [-2.27080, 7.65599, -33.80392], [-1.73629, 8.55410, -34.39287], [-1.90098, 7.15941, -32.70889], [-0.63831, 7.40670, -32.24333], [-5.00830, 6.54802, -35.35546], [-3.77254, 7.55873, -36.19251], [-4.77469, 8.31276, -34.98353], [-0.63165, 8.44210, -31.90274], [0.20353, 7.30965, -32.92888], [-0.52267, 6.68289, -31.43658], [2.70928, -4.60990, -32.17398], [2.34185, -3.40743, -31.52890], [2.93262, -2.28070, -31.91787], [3.90060, -2.17451, -32.74726], [2.43530, -1.26981, -31.26337], [2.70713, 0.13742, -31.60246], [2.90144, -4.46551, -33.23715], [2.14480, -5.53743, -32.07843], [3.68122, -4.96514, -31.83160], [2.22708, 0.38455, -32.54935], [3.73456, 0.40098, -31.85348], [2.22353, 0.82942, -30.91300], [2.95033, 3.81504, -31.51353], [2.92292, 4.24974, -30.18081], [2.32778, 5.42846, -29.82963], [1.80463, 6.30235, -30.55550], [2.29427, 5.54850, -28.49693], [1.83639, 6.73572, -27.91524], [3.65175, 4.48153, -32.01541], [2.01340, 3.98471, -32.04407], [3.26576, 2.77439, -31.58881], [2.26736, 6.78290, -26.91517], [0.76090, 6.90867, -27.95390], [2.33546, 7.51733, -28.48806]],
  "atomic_forces_ev_per_a": [[-0.82, -0.73, -0.45], [0.12, -0.31, -0.42], [0.28, -1.50, -3.82], [-2.07, 1.14, 2.90], [1.47, 1.22, 1.57], [-0.46, -0.63, 1.27], [0.17, -0.03, 0.10], [0.10, 0.05, -0.09], [0.09, 0.00, -0.19], [0.27, 0.37, -0.69], [0.37, 0.54, -0.31], [0.54, -0.22, 0.09], [0.54, -2.23, 2.40], [-0.08, 1.26, -2.35], [-1.92, 1.45, 0.97], [1.96, -0.48, -1.13], [0.48, 0.09, 1.00], [-0.65, -1.12, -0.08], [0.40, 0.84, -0.57], [-0.73, -0.24, 0.13], [-0.65, 0.06, -0.44], [0.09, -0.27, 0.03], [-0.45, 0.21, -0.31], [0.80, 0.38, 0.38], [0.21, -0.16, 0.27], [-0.02, 1.85, 1.00], [-0.18, -0.92, 1.06], [0.44, 0.28, -1.90], [0.06, -1.53, -2.64], [-2.16, -1.90, 1.36], [0.04, 0.85, 0.39], [-0.16, -0.08, -0.06], [0.58, 0.20, -0.01], [0.44, 1.05, 0.75], [0.29, -0.62, -0.07], [0.31, 0.99, 0.04], [-2.43, 0.88, -1.56], [0.46, 3.07, 0.21], [-1.11, -1.24, -0.27], [3.87, -0.72, -0.50], [-1.68, -3.32, 0.60], [-0.03, 1.78, 1.25], [0.62, 0.36, 0.85], [-0.53, -0.38, 0.14], [0.82, -0.61, 0.34], [-0.22, 0.49, -0.81], [-0.25, -0.33, 0.19], [0.54, -0.10, -0.26], [0.70, 2.84, -0.05], [-0.91, -2.77, -0.34], [4.40, -0.30, 1.02], [-4.24, -0.26, 0.55], [-0.32, 2.20, -0.81], [1.59, -0.87, -0.75], [-0.16, -0.07, -0.15], [-0.01, -0.49, -0.07], [0.22, -0.42, 0.11], [-0.32, -0.14, -0.49], [0.15, 0.75, 0.70], [-1.00, -0.59, 0.21], [-0.86, 2.24, -1.29], [2.39, -0.41, -0.44], [-2.86, 0.42, 0.37], [1.94, -0.74, 0.33], [-0.25, -1.34, 0.24], [-1.74, 0.09, 0.43], [0.48, 0.21, 0.06], [-0.16, -0.52, -0.12], [0.06, -0.34, 0.57], [0.21, 0.35, -0.45], [-0.09, -0.19, 0.23], [0.94, 0.36, 0.05], [-1.51, -0.35, 1.54], [1.58, -0.72, -0.74], [0.26, -1.15, 1.52], [0.87, 2.18, -2.09], [-1.40, 0.84, 0.64], [-0.25, -1.40, -0.18], [0.10, -0.67, 0.21], [-0.21, 0.30, 0.04], [0.53, -0.22, -1.06], [0.30, 0.70, 0.18], [0.12, 0.16, 0.26], [-0.41, 0.25, -0.27], [0.55, 0.95, 0.88], [-0.08, -0.89, -0.69], [0.09, 1.38, 2.13], [-0.78, -1.31, -2.08], [1.78, 1.38, -3.13], [-0.81, -1.58, 2.41], [-0.10, -0.06, 0.14], [-0.58, -0.88, -0.19], [-0.23, 0.20, 0.06], [0.19, -0.01, -0.22], [0.47, 0.39, 0.11], [-0.40, 0.43, 0.68], [-0.26, -0.16, -0.80], [2.15, 0.28, 0.45], [1.34, -2.02, 0.12], [-0.92, 0.59, 0.37], [-0.82, 1.13, -0.37], [-0.23, 0.11, -0.89], [-0.13, 0.23, -0.24], [0.21, -0.46, -0.05], [0.42, -0.04, 0.70], [-0.80, 0.21, -0.25], [-0.14, 0.02, 0.24], [-0.80, 0.03, 0.77], [0.72, -0.99, -0.54], [-1.80, 0.28, -3.07], [2.88, -1.84, 0.08], [-2.48, 2.84, 2.94], [1.04, -0.54, 2.76], [-0.93, 0.51, -2.16], [-0.17, 0.22, -0.25], [0.13, -0.06, 0.21], [0.31, -0.17, 0.23], [0.04, 0.01, -0.33], [0.21, -0.20, 0.09], [0.08, -0.09, -0.01], [-0.55, 0.03, -0.59], [1.85, 0.92, 1.66], [0.32, -1.72, 3.06], [-0.32, 1.87, -2.81], [0.48, 1.02, -1.88], [-0.16, -1.44, 1.76], [-0.32, -1.07, -0.81], [-0.89, 0.00, -0.46], [-0.41, -0.05, -0.07], [-0.67, -0.82, -0.19], [0.20, -0.02, 0.45], [0.40, 1.43, -0.13], [-0.57, 0.61, 0.03], [0.50, -0.52, 2.67], [0.02, 4.13, -0.21], [1.25, -3.99, -0.73], [-1.16, -0.90, -2.34], [-0.59, 0.78, 0.27], [-0.02, 0.22, -0.14], [0.49, 0.08, -0.10], [-0.37, -0.08, -0.33], [0.34, 0.18, -0.05], [-0.36, -0.10, 0.54], [0.49, -0.35, 0.29], [0.80, 1.40, 0.46], [-0.13, -1.55, 0.36], [-2.23, 1.90, -3.21], [0.49, 0.32, -0.71], [-0.81, -2.79, 1.61], [1.59, 0.81, 1.51], [0.21, 0.14, 0.19], [0.27, -0.28, 0.08], [-0.54, -0.11, -0.33], [0.26, -0.05, 0.37], [-0.40, -0.32, -0.48], [0.40, 0.54, 0.01], [2.35, -0.84, -1.25], [-0.98, -0.30, 0.30], [4.38, 0.86, -3.31], [-3.57, -0.87, 2.68], [-0.88, 1.33, 0.96], [-0.23, -0.04, -1.57], [-0.37, 0.35, -0.07], [-1.30, 0.95, 0.65], [0.31, 0.44, 0.38], [-0.27, -0.51, -0.18], [0.30, -0.60, 0.73], [0.27, -0.73, 0.63], [0.02, 1.33, -1.59], [-1.22, 1.64, 2.34], [-1.11, 0.83, -1.30], [1.55, -2.34, 0.87], [0.48, -2.32, -0.49], [0.97, 1.68, -0.64], [0.35, -0.41, -0.31], [-0.28, -0.26, 0.32], [0.02, 0.28, 0.39], [-0.47, -0.25, -0.02], [0.03, -0.48, 0.10], [-0.27, 0.48, 0.18]],
  "lowdin_charge": [-0.048, -0.017, -0.605, 0.089, 0.010, -0.008, 0.096, 0.078, 0.082, 0.100, 0.095, 0.108, -0.090, 0.015, -0.528, 0.114, -0.011, -0.010, 0.098, 0.098, 0.100, 0.087, 0.091, 0.082, -0.028, -0.029, -0.511, 0.094, -0.036, 0.000, 0.077, 0.084, 0.090, 0.081, 0.100, 0.098, -0.060, -0.058, -0.442, 0.104, -0.038, -0.076, 0.099, 0.087, 0.097, 0.091, 0.092, 0.080, -0.075, 0.032, -0.484, 0.060, 0.009, -0.047, 0.104, 0.087, 0.091, 0.112, 0.072, 0.092, -0.050, 0.043, -0.607, 0.115, 0.027, -0.033, 0.088, 0.084, 0.106, 0.087, 0.099, 0.093, -0.056, -0.017, -0.506, 0.106, -0.039, -0.071, 0.101, 0.102, 0.068, 0.099, 0.096, 0.090, -0.030, 0.012, -0.550, 0.089, -0.006, -0.088, 0.099, 0.093, 0.091, 0.062, 0.118, 0.079, -0.047, -0.012, -0.499, 0.112, -0.032, -0.005, 0.090, 0.094, 0.093, 0.069, 0.069, 0.096, -0.058, -0.028, -0.447, 0.060, 0.003, -0.075, 0.101, 0.077, 0.096, 0.096, 0.103, 0.097, 0.042, 0.019, -0.573, 0.069, 0.009, -0.036, 0.070, 0.072, 0.088, 0.103, 0.080, 0.100, -0.030, -0.002, -0.482, 0.046, -0.022, -0.054, 0.086, 0.088, 0.092, 0.089, 0.102, 0.099, -0.028, -0.020, -0.665, 0.142, 0.047, -0.053, 0.093, 0.091, 0.094, 0.100, 0.101, 0.067, -0.068, 0.005, -0.567, 0.053, 0.006, 0.008, 0.093, 0.095, 0.093, 0.080, 0.085, 0.068, -0.051, -0.006, -0.501, 0.064, -0.033, -0.052, 0.082, 0.078, 0.080, 0.074, 0.085, 0.085],
  "e_lumo_ha": 0.01963,
  "total_charge": 0,
  "spin_multiplicity": 1,
  "e_tot_ev": -140255.0029,
  "orbital_gap_ev": 10.878,
  "e_homo_ha": -0.3801
}